{"formula": "C18H29N2O4P2ReS2", "method": "wB97M-V/def2-TZVPD", "gap_ev": [6.22, 6.88], "relative_energy_ev": 0.000, "spin_multiplicity": 4, "homo_energy_ev": [-9.536, -11.966], "total_charge": 1, "symbols": ["P", "C", "O", "H", "C", "H", "C", "N", "H", "H", "H", "H", "S", "H", "C", "H", "H", "H", "C", "C", "C", "H", "H", "P", "H", "H", "H", "C", "O", "H", "C", "H", "C", "H", "H", "H", "C", "C", "C", "C", "C", "H", "H", "Re", "C", "H", "C", "H", "H", "S", "H", "H", "C", "H", "H", "N", "O", "O"], "coordinates": [[2.171, 0.806, -1.663], [2.184, -3.846, 1.360], [-1.876, -2.655, 3.459], [-3.658, -0.601, -0.772], [-3.318, -0.719, 0.266], [-3.851, 2.643, -2.853], [-2.401, 2.061, 0.145], [-1.321, -2.755, 0.976], [0.717, 0.218, 0.567], [4.537, 0.394, -1.386], [-2.861, 1.585, -2.666], [-1.473, -0.460, -1.381], [-1.616, -3.590, 2.391], [-1.198, 0.479, -3.717], [0.877, 4.625, -0.790], [3.612, 1.190, -3.566], [3.700, 0.524, 0.195], [2.792, -0.398, -3.633], [2.737, -4.704, 2.308], [2.280, 2.648, -1.274], [-0.074, -2.782, 0.573], [-2.728, 0.976, 2.675], [-2.997, -1.765, 0.411], [-1.847, 0.327, 0.521], [-0.944, 1.094, 2.612], [2.406, -6.001, 4.037], [1.887, 1.096, -4.036], [0.051, -4.165, 2.438], [-2.545, -4.653, 2.158], [-3.140, 2.125, -0.630], [0.592, -5.028, 3.375], [2.683, 3.113, -2.177], [-1.808, 0.487, 2.344], [-0.062, -5.450, 4.140], [2.777, -3.380, 0.570], [3.802, -4.922, 2.280], [-0.336, 5.191, -0.437], [2.664, 0.665, -3.405], [3.638, 0.120, -0.821], [1.000, 3.247, -0.867], [-1.409, 4.355, -0.168], [-2.962, 2.381, 1.038], [3.540, -0.970, -0.786], [0.005, 0.259, -0.918], [0.809, -3.589, 1.413], [-1.708, -0.493, 2.801], [-1.222, 2.970, -0.168], [-2.402, 4.682, 0.127], [-0.474, 6.262, -0.356], [0.497, -1.905, -0.850], [-4.127, -0.459, 0.960], [3.072, 2.740, -0.517], [1.958, -5.309, 3.310], [0.317, 0.806, -2.601], [1.724, 5.219, -1.033], [-0.046, 2.457, -0.560], [-3.747, 1.820, -2.429], [-0.877, 1.034, -2.988]], "lowdin_charge": [0.694, -0.012, -0.275, 0.048, -0.232, 0.035, -0.240, -0.097, -0.016, 0.059, -0.015, -0.020, 0.669, 0.043, 0.001, 0.061, 0.057, 0.064, -0.049, -0.223, -0.618, 0.059, 0.020, 0.727, 0.051, 0.123, 0.047, -0.219, -0.246, 0.054, -0.020, 0.104, -0.214, 0.133, 0.105, 0.113, -0.010, -0.238, -0.235, -0.310, 0.007, 0.103, 0.032, 0.618, -0.217, 0.015, -0.275, 0.130, 0.124, 0.626, 0.069, 0.109, -0.034, -0.010, 0.118, -0.030, -0.029, -0.337]}


{"formula": "C18H29N3O6", "method": "wB97M-V/def2-TZVPD", "gap_ev": 10.69, "relative_energy_ev": 6.000, "smiles": "O=C1OCCO1.O=C1OCCO1.CCCC#N.CCCC#N.CCCC#N", "spin_multiplicity": 1, "homo_energy_ev": -10.719, "symbols": ["H", "H", "C", "H", "C", "H", "C", "H", "O", "C", "N", "C", "C", "H", "H", "H", "H", "C", "C", "H", "C", "H", "O", "O", "H", "C", "C", "H", "O", "H", "H", "C", "H", "N", "N", "C", "C", "H", "C", "H", "O", "H", "C", "H", "O", "H", "H", "C", "H", "H", "H", "H", "C", "H", "H", "H"], "coordinates": [[5.152, 2.700, -2.121], [-0.564, 3.632, 0.455], [-7.551, 3.238, 6.338], [4.475, 3.771, 1.864], [4.002, -6.847, -0.915], [3.857, -4.875, 0.000], [-5.469, 2.410, 6.436], [3.565, 1.919, -1.942], [-7.621, 2.085, 5.846], [4.203, 2.728, -1.585], [1.860, -7.882, 1.900], [-1.877, 1.926, 0.985], [2.171, -7.591, 0.770], [2.224, -8.217, -1.182], [5.254, 2.028, 0.237], [5.165, -5.861, 0.644], [-0.430, -0.071, -7.377], [-0.534, 0.123, -6.309], [-1.135, 2.834, -0.021], [4.595, -7.758, -0.997], [4.368, 2.614, -0.008], [-0.126, -0.996, -4.612], [-6.364, 3.463, 6.685], [-1.596, 1.027, -6.060], [-5.342, 1.710, 7.263], [-6.356, 1.644, 5.575], [5.373, 4.957, 0.229], [3.609, 3.629, -1.737], [-8.499, 3.974, 6.570], [-4.566, 2.680, 5.889], [3.368, 4.342, 0.837], [2.566, -7.351, -0.614], [-2.825, 0.838, -0.506], [-0.525, -1.187, -0.260], [6.125, 5.793, -0.138], [-0.775, -1.083, -5.484], [-2.257, 0.589, 0.390], [-0.657, -2.020, -6.029], [4.393, 3.975, 0.796], [-1.295, 1.811, 1.899], [-3.588, 0.992, -4.821], [-6.258, 0.561, 5.644], [-1.306, -0.377, 0.015], [5.359, -5.153, -0.994], [-2.018, -0.841, -4.992], [-1.762, 3.251, -0.809], [3.535, 1.959, 0.244], [4.654, -5.566, -0.273], [1.850, -6.583, -0.905], [-2.813, 2.390, 1.296], [0.289, 0.630, -5.807], [3.983, -6.536, -1.960], [-2.508, 0.510, -5.307], [-6.085, 1.793, 4.530], [-2.935, -0.021, 0.987], [-0.357, 2.292, -0.559]], "lowdin_charge": [0.068, 0.067, -0.697, 0.106, -0.237, 0.072, -0.102, 0.058, 0.151, -0.097, 0.115, -0.238, -0.217, 0.118, 0.095, 0.065, 0.141, -0.113, -0.096, 0.101, -0.234, 0.132, 0.131, 0.092, 0.144, -0.187, -0.201, 0.066, 0.136, 0.146, 0.103, -0.207, 0.131, 0.143, 0.127, -0.206, -0.226, 0.139, -0.183, 0.107, 0.077, 0.143, -0.258, 0.067, 0.013, 0.076, 0.091, -0.081, 0.113, 0.105, 0.137, 0.090, -0.415, 0.135, 0.128, 0.064]}


{"formula": "C18H29N4O3PS2W", "method": "wB97M-V/def2-TZVPD", "gap_ev": 7.01, "spin_multiplicity": 1, "homo_energy_ev": -14.347, "total_charge": 2, "symbols": ["H", "H", "H", "H", "H", "C", "C", "H", "H", "H", "W", "C", "C", "H", "O", "H", "C", "H", "H", "C", "H", "H", "H", "C", "N", "S", "S", "N", "H", "H", "O", "H", "N", "H", "H", "C", "H", "C", "C", "N", "P", "H", "C", "C", "C", "H", "H", "C", "H", "C", "H", "O", "H", "H", "C", "C", "C", "H"], "coordinates": [[-2.267, -2.918, -1.907], [2.700, -5.465, 0.021], [-1.408, 2.531, 2.420], [-4.437, 4.332, 1.680], [1.490, 0.644, 3.405], [-4.074, 3.279, -1.524], [-3.076, 2.326, -1.370], [-2.856, 1.619, 2.823], [-4.670, -1.711, 0.812], [-3.378, 1.027, -3.054], [-0.413, -0.033, 0.464], [-4.055, 3.764, 0.841], [0.647, -1.053, 2.358], [-2.804, 3.355, 3.112], [0.765, -2.064, 1.692], [1.873, -3.151, 0.522], [1.325, -5.645, -1.664], [0.545, 0.773, -2.020], [0.999, -5.596, 0.501], [-3.055, 2.830, 1.054], [-1.102, -3.658, 0.726], [2.372, 2.405, -0.744], [-4.471, 3.472, -2.512], [-4.561, 3.984, -0.433], [1.443, 0.608, 1.279], [0.546, -1.495, -1.405], [0.267, -4.325, -2.355], [1.557, -3.727, -0.252], [-2.647, -1.224, -2.226], [2.710, -0.460, 2.649], [-0.589, -0.452, 2.360], [-2.854, -3.968, 0.665], [0.678, 1.168, -1.091], [-2.210, 2.303, -3.329], [-3.895, -2.302, -1.571], [1.714, -0.033, 2.586], [2.199, -5.742, -2.303], [-2.499, 2.571, 2.422], [-2.832, -2.058, -1.553], [-1.620, 1.157, 0.173], [-2.362, -1.677, 0.154], [-3.673, -0.814, 1.976], [2.525, 0.616, 0.398], [0.817, -3.209, -1.184], [-3.851, -0.998, 0.916], [0.214, 2.073, -1.099], [-1.764, 0.897, -2.363], [2.144, 1.347, -0.872], [0.771, -6.579, -1.664], [-2.593, 2.116, -0.069], [-2.138, -3.119, 2.053], [3.615, 0.160, 0.613], [-4.129, -0.060, 0.436], [2.714, 0.970, -1.717], [1.682, -5.191, -0.247], [-2.574, 1.594, -2.583], [-2.084, -3.260, 0.974], [-5.341, 4.719, -0.581]], "lowdin_charge": [0.018, 0.141, 0.077, 0.128, 0.140, -0.020, -0.201, 0.084, 0.071, 0.097, 1.489, -0.010, -0.539, 0.094, 0.013, 0.133, -0.345, 0.042, 0.135, -0.201, 0.021, 0.147, 0.130, -0.019, -0.108, 0.701, 1.034, -0.008, 0.027, 0.138, -0.202, 0.074, -0.144, 0.101, 0.071, -0.061, 0.096, -0.024, -0.228, -0.156, 0.750, 0.060, -0.532, -0.989, -0.217, 0.114, 0.031, -0.100, 0.096, -0.259, 0.069, 0.126, 0.049, 0.138, -0.150, -0.032, -0.214, 0.124]}


{"formula": "C18H29NO3", "method": "wB97M-V/def2-TZVPD", "gap_ev": 8.30, "relative_energy_ev": 19.595, "spin_multiplicity": 1, "homo_energy_ev": -7.581, "symbols": ["H", "H", "N", "H", "C", "C", "H", "H", "H", "C", "H", "C", "O", "H", "C", "C", "C", "O", "H", "C", "H", "C", "H", "H", "H", "C", "H", "O", "H", "H", "C", "C", "H", "C", "C", "H", "H", "H", "H", "H", "H", "C", "H", "H", "C", "H", "C", "C", "H", "H", "H"], "coordinates": [[0.286, -2.219, 3.943], [2.312, -1.502, 2.902], [-3.590, 1.047, 2.096], [5.392, -2.295, -3.825], [-2.914, 0.410, 2.946], [-3.175, 2.252, 1.320], [-2.392, 1.449, 3.783], [-2.669, 2.814, 1.823], [-1.323, 3.784, -2.776], [1.663, -0.693, 0.371], [-3.373, 1.295, -0.784], [4.303, -2.131, -3.301], [-1.134, -1.011, 3.602], [1.399, -0.012, 3.515], [-2.396, 3.154, -0.797], [0.142, -1.641, 3.051], [1.317, -0.722, 2.785], [1.104, 1.081, -0.688], [-0.762, 2.326, -2.040], [1.783, -2.808, -1.016], [-3.322, 3.626, -1.094], [1.408, 1.946, 0.183], [-2.377, 2.124, -2.678], [0.755, 2.045, 1.157], [1.210, -0.155, -2.848], [1.262, -0.218, -0.753], [1.213, 3.026, -0.312], [1.497, -0.090, 1.631], [1.425, -3.676, -3.304], [0.122, -2.223, 2.225], [1.730, -2.800, -3.208], [-1.743, 2.923, -2.337], [4.173, -1.755, -2.368], [-1.514, -0.155, 2.494], [1.400, -0.879, -1.977], [-4.091, 0.301, 1.526], [2.278, 1.994, 0.356], [-1.673, 3.662, -0.190], [2.069, -3.769, -0.845], [2.056, -2.893, 1.241], [-1.750, 1.306, 0.145], [1.897, -2.125, 0.295], [-4.191, 2.731, 1.247], [1.116, -2.190, -4.106], [-2.792, 1.607, -0.013], [-1.725, -0.921, 1.666], [1.654, -2.100, -2.026], [3.120, -2.701, -3.844], [-3.564, -0.367, 3.551], [-0.882, 0.533, 2.098], [3.265, -3.385, -4.822]], "lowdin_charge": [0.122, 0.184, -0.151, 0.108, -0.327, -0.171, 0.193, 0.016, 0.032, -0.160, 0.064, 0.013, -0.139, 0.106, -0.162, -0.134, -0.232, -0.017, 0.071, -0.030, 0.070, -0.167, 0.043, 0.141, 0.187, -0.225, 0.150, -0.076, 0.037, 0.063, -0.157, -0.080, -0.009, -0.224, 0.053, 0.162, -0.010, 0.066, 0.100, 0.162, 0.088, 0.099, 0.140, 0.192, -0.075, 0.146, -0.469, -0.131, 0.155, 0.056, 0.128]}


Number 1: electronic energy -2670.79246 a.u., F_max 2.6 eV/Å. Number 2: electronic energy -1318.82375 a.u., F_max 7.0 eV/Å. Number 3: electronic energy -2352.42604 a.u., F_max 1.3 eV/Å. Number 4: electronic energy -983.09570 a.u., F_max 15.4 eV/Å.